(1)
CH4FIP2 | the ωB97M-V functional and the def2-TZVPD basis

Its HOMO-LUMO gap (spin up / spin down) is 8.097 / 4.983 eV. The LUMO energy (spin up / spin down) comes out at -0.048 / -0.116 Ha. The HOMO energy (spin up / spin down) is -9.41 / -8.15 eV.

```
! RIJCOSX wB97M-V def2-TZVPD def2/J DEFGRID3
* xyz 0 1
I 1.468 1.236 3.355
P -0.621 0.587 0.357
P -2.084 0.476 -1.222
F -1.084 0.886 -2.443
C 0.713 -0.569 -0.232
H 0.600 -1.539 0.247
H 1.682 -0.152 0.037
H 0.671 -0.680 -1.315
H -1.346 -0.247 1.215
*
```



(2)
CH4FN2 | the ωB97M-V functional and the def2-TZVPD basis

Its HOMO-LUMO gap (spin up / spin down) is 8.336 / 10.455 eV. The LUMO energy (spin up / spin down) comes out at -0.282 / -0.208 Ha. The HOMO energy (spin up / spin down) is -16.02 / -16.12 eV.

```
! RIJCOSX wB97M-V def2-TZVPD def2/J DEFGRID3
* xyz 1 1
F -1.605 1.169 0.024
N -1.069 -1.079 -0.038
N 1.948 0.581 0.003
C -0.792 0.130 -0.010
H 1.787 1.265 0.806
H -2.067 -1.390 -0.268
H -0.511 -1.921 0.211
H 2.310 1.245 -0.727
*
```



(3)
CH4FNP2 | the ωB97M-V functional and the def2-TZVPD basis

Its HOMO-LUMO gap (spin up / spin down) is 6.565 / 6.564 eV. The LUMO energy (spin up / spin down) comes out at -0.042 / -0.042 Ha. The HOMO energy (spin up / spin down) is -7.72 / -7.72 eV.

```
! RIJCOSX wB97M-V def2-TZVPD def2/J DEFGRID3
* xyz 0 1
P -0.929 -1.122 0.509
P 2.125 -1.308 0.790
F 1.383 1.804 1.751
N 0.610 -1.178 0.575
C -1.079 -0.006 -1.074
H -1.839 -0.270 -1.685
H -0.244 0.264 -1.649
H -1.411 0.952 -0.597
H 1.383 0.864 1.382
*
```



(4)
CH4FNS | the ωB97M-V functional and the def2-TZVPD basis

Its HOMO-LUMO gap (spin up / spin down) is 8.971 / 8.497 eV. The LUMO energy (spin up / spin down) comes out at 0.019 / -0.145 Ha. The expectation value of S² is 2.02. The HOMO energy (spin up / spin down) is -8.46 / -12.44 eV.

```
! RIJCOSX wB97M-V def2-TZVPD def2/J DEFGRID3
* xyz 0 3
S -3.187 0.465 -0.494
F -3.113 -1.095 0.280
N -3.444 1.514 0.431
C -0.128 -0.206 0.111
H -0.505 0.412 1.051
H -0.146 0.492 -0.825
H 0.978 -0.517 0.378
H -0.705 -1.184 -0.287
*
```



(5)
CH4FNS2 | the ωB97M-V functional and the def2-TZVPD basis

Its HOMO-LUMO gap (spin up / spin down) is 7.028 / 8.260 eV. The LUMO energy (spin up / spin down) comes out at -0.065 / -0.049 Ha. The HOMO energy (spin up / spin down) is -8.81 / -9.59 eV.

```
! RIJCOSX wB97M-V def2-TZVPD def2/J DEFGRID3
* xyz 0 1
S 2.431 0.543 -0.579
S -0.608 2.360 -0.032
F 2.877 0.016 1.010
N 0.930 0.278 -0.662
C 0.245 -0.716 -0.026
H -1.791 1.590 -0.206
H -0.857 -0.595 -0.238
H 0.415 -0.722 1.012
H 0.719 -1.755 -0.360
*
```



(6)
CH4FOP | the ωB97M-V functional and the def2-TZVPD basis

As for the structure (SMILES): OCPF. Its HOMO-LUMO gap is 10.216 eV. The LUMO energy comes out at 0.029 Ha. The HOMO energy is -9.42 eV.

```
! RIJCOSX wB97M-V def2-TZVPD def2/J DEFGRID3
* xyz 0 1
P -0.922 1.088 -0.112
F -1.790 0.131 -1.123
O 0.194 -1.360 0.847
C 0.605 -0.261 0.114
H -0.125 -1.072 1.712
H 1.389 0.323 0.618
H 0.932 -0.583 -0.868
H -0.282 1.734 -1.189
*
```



(7)
CH4FOP | the ωB97M-V functional and the def2-TZVPD basis

Its HOMO-LUMO gap (spin up / spin down) is 8.788 / 8.212 eV. The LUMO energy (spin up / spin down) comes out at -0.008 / -0.004 Ha. The HOMO energy (spin up / spin down) is -8.99 / -8.33 eV.

```
! RIJCOSX wB97M-V def2-TZVPD def2/J DEFGRID3
* xyz 0 1
P 1.548 0.030 -0.654
F 2.038 -0.299 0.849
O -0.489 -1.681 -0.433
C -0.167 -0.409 -0.409
H -0.904 0.201 -0.965
H 0.012 0.761 1.317
H 0.282 -2.307 -0.119
H 1.188 1.343 -0.548
*
```



(8)
CH4IN2 | the ωB97M-V functional and the def2-TZVPD basis

Its HOMO-LUMO gap (spin up / spin down) is 8.840 / 8.674 eV. The LUMO energy (spin up / spin down) comes out at -0.234 / -0.210 Ha. The HOMO energy (spin up / spin down) is -15.19 / -14.40 eV.

```
! RIJCOSX wB97M-V def2-TZVPD def2/J DEFGRID3
* xyz 1 1
I -0.450 -0.876 -2.542
N -0.901 -0.820 0.403
N 1.146 0.973 0.491
C -0.232 -0.443 -0.606
H 0.577 1.697 0.798
H -1.567 -1.574 0.297
H -0.490 -0.424 1.214
H 1.917 1.467 -0.055
*
```



(9)
CH4IN2 | the ωB97M-V functional and the def2-TZVPD basis

As for the structure (SMILES): N/C=[NH+]/I. Its HOMO-LUMO gap is 8.692 eV. The LUMO energy comes out at -0.203 Ha. The HOMO energy is -14.22 eV.

```
! RIJCOSX wB97M-V def2-TZVPD def2/J DEFGRID3
* xyz 1 1
I 3.603 -0.008 0.010
N 1.549 0.442 -0.150
N -0.631 -0.159 0.168
C 0.597 -0.478 -0.139
H -1.349 -0.822 0.313
H 1.069 -1.465 -0.151
H 1.401 1.636 0.114
H -1.043 0.814 0.111
*
```



(10)
CH4INO2S | the ωB97M-V functional and the def2-TZVPD basis

Its HOMO-LUMO gap (spin up / spin down) is 6.471 / 6.471 eV. The LUMO energy (spin up / spin down) comes out at -0.112 / -0.112 Ha. The HOMO energy (spin up / spin down) is -9.52 / -9.52 eV.

```
! RIJCOSX wB97M-V def2-TZVPD def2/J DEFGRID3
* xyz 0 1
I 2.729 -0.570 0.736
S 1.022 1.315 0.479
O 1.187 2.176 1.603
O 1.267 1.895 -0.782
N -1.220 0.137 0.212
C -0.916 -0.943 -0.610
H -1.915 -1.295 -0.999
H -1.380 -0.187 1.163
H -0.425 -1.770 -0.187
H -0.350 -0.758 -1.614
*
```



(11)
CH4INO2S | the ωB97M-V functional and the def2-TZVPD basis

As for the structure (SMILES): CNS(=O)(=O)I. Its HOMO-LUMO gap (spin up / spin down) is 8.154 / 8.214 eV. The LUMO energy (spin up / spin down) comes out at -0.069 / -0.070 Ha. The HOMO energy (spin up / spin down) is -10.03 / -10.12 eV.

```
! RIJCOSX wB97M-V def2-TZVPD def2/J DEFGRID3
* xyz 0 1
I 2.411 1.159 0.062
S 0.983 -0.798 -0.165
O 0.822 -1.037 -1.552
O 1.793 -2.277 1.140
N -0.451 -0.351 0.474
C -1.138 0.711 -0.216
H -0.765 1.703 0.065
H -0.463 -0.329 1.483
H -2.206 0.660 -0.008
H -0.985 0.560 -1.282
*
```



(12)
CH4INO2S | the ωB97M-V functional and the def2-TZVPD basis

Its HOMO-LUMO gap is 9.082 eV. The LUMO energy comes out at -0.026 Ha. The HOMO energy is -9.78 eV.

```
! RIJCOSX wB97M-V def2-TZVPD def2/J DEFGRID3
* xyz 0 1
I -1.122 0.871 2.092
S 0.472 1.663 0.383
O 0.864 3.189 0.931
O 1.599 0.784 0.553
N -0.979 -1.073 -1.294
C -0.455 -2.190 -1.179
H -1.936 -1.002 -0.697
H -0.625 -3.000 -0.395
H 1.693 3.131 1.499
H 0.489 -2.374 -1.894
*
```



no.,electronic energy (hartree)
1,-1120.716781
2,-249.412701
3,-877.753509
4,-593.112533
5,-991.364142
6,-556.940345
7,-556.814836
8,-447.288489
9,-447.400588
10,-941.487965
11,-941.439745
12,-941.550391